Entry 1:
# C2H4N4S

The molecule C2H4N4S at a distorted geometry (wB97M-V/def2-TZVPD, the Open Molecules 2025 dataset).

Summary:
net charge: 0
strongest force on any atom: 3.370 eV/Å
E_tot: -695.71752 Eh
structure (SMILES): SNn1nccn1
HOMO level: -8.931 eV

Each line ends with the Löwdin charge.
CARTESIAN COORDINATES (ANGSTROEM)
S: -1.854 -2.025 0.459  0.699
N: -1.717 -0.297 0.435  -0.385
N: -0.441 0.096 0.125  -0.375
N: 0.118 1.012 0.848  0.096
C: 1.297 1.126 0.327  -0.160
C: 1.423 0.154 -0.650  -0.150
N: 0.266 -0.435 -0.829  0.096
H: -2.521 -2.180 -0.740  -0.133
H: -2.181 0.220 1.291  0.144
H: 2.131 1.778 0.541  0.101
H: 2.165 -0.164 -1.263  0.068



Entry 2:
# C2H4N4S

The molecule C2H4N4S at a distorted geometry (wB97M-V/def2-TZVPD, the Open Molecules 2025 dataset).

Summary:
net charge: 0
strongest force on any atom: 3.649 eV/Å
E_tot: -695.75255 Eh
structure (SMILES): Cn1nnnc1S
HOMO level: -9.579 eV

Each line ends with the Löwdin charge.
CARTESIAN COORDINATES (ANGSTROEM)
C: -2.001 -0.864 0.438  -0.032
N: -0.533 -0.596 0.454  -0.178
N: 0.216 -1.101 1.525  0.030
N: 1.372 -0.534 1.408  -0.084
N: 1.574 0.186 0.269  0.004
C: 0.340 0.140 -0.328  -0.719
S: -0.151 1.219 -1.616  0.768
H: -2.195 -1.486 1.329  0.082
H: -2.589 0.149 0.388  0.119
H: -2.244 -1.518 -0.442  0.090
H: 1.010 1.998 -1.682  -0.079



Entry 3:
# C2H4N4S

The molecule C2H4N4S at a distorted geometry (wB97M-V/def2-TZVPD, the Open Molecules 2025 dataset).

Summary:
net charge: 0
strongest force on any atom: 6.376 eV/Å
E_tot: -695.70288 Eh
structure (SMILES): Nc1n[nH][nH]c1=S
HOMO level: -8.793 eV

Each line ends with the Löwdin charge.
CARTESIAN COORDINATES (ANGSTROEM)
N: 0.353 -1.142 -1.663  0.092
C: -0.087 -0.068 -1.019  -0.546
N: -0.649 0.958 -1.330  0.037
N: -0.855 1.816 -0.340  -0.055
N: -0.018 1.281 0.803  0.013
C: 0.124 -0.017 0.451  -0.812
S: 0.584 -1.270 1.474  0.610
H: -0.520 -1.386 -2.320  0.166
H: 0.481 -1.984 -1.001  0.079
H: -0.460 2.747 -0.794  0.177
H: -0.879 1.064 1.646  0.240



Entry 4:
# C2H4N4S

The molecule C2H4N4S at a distorted geometry (wB97M-V/def2-TZVPD, the Open Molecules 2025 dataset).

Summary:
net charge: 0
strongest force on any atom: 4.207 eV/Å
E_tot: -695.65358 Eh
HOMO level (spin up / spin down): -7.724 / -7.726 eV

Each line ends with the Löwdin charge.
CARTESIAN COORDINATES (ANGSTROEM)
C: 0.731 -1.286 0.139  -0.260
C: -0.003 1.037 0.174  -0.319
N: 1.971 -1.062 0.057  -0.510
N: -0.275 2.184 0.164  0.173
N: -0.276 -0.180 0.011  -0.150
N: -1.606 -0.736 -0.091  0.092
S: 2.701 0.403 0.187  0.542
H: 0.221 -2.237 0.008  0.107
H: 0.369 2.982 0.120  0.108
H: -1.782 -1.228 -1.004  0.124
H: -2.051 0.124 0.234  0.093



Entry 5:
# C2H4N6O

The molecule C2H4N6O at a distorted geometry (wB97M-V/def2-TZVPD, the Open Molecules 2025 dataset).

Summary:
net charge: 0
strongest force on any atom: 6.003 eV/Å
E_tot: -482.20353 Eh
structure (SMILES): [H]/N=C\N=c1\nnon1N
HOMO level: -10.076 eV

Each line ends with the Löwdin charge.
CARTESIAN COORDINATES (ANGSTROEM)
H: -1.447 1.268 1.274  0.063
N: -1.145 1.971 0.601  0.107
C: 0.056 1.756 0.313  -0.332
N: 0.825 0.774 0.939  0.152
C: 0.560 -0.353 0.598  -0.399
N: 1.293 -1.423 1.251  0.100
N: 1.056 -2.494 0.778  0.078
O: 0.070 -2.399 -0.290  -0.048
N: -0.340 -1.035 -0.255  -0.117
N: -0.609 -0.518 -1.544  0.103
H: 0.592 2.346 -0.463  0.126
H: -1.157 0.280 -1.225  0.071
H: 0.245 -0.172 -1.977  0.096



Entry 6:
# C2H4NO2

The molecule C2H4NO2 at a distorted geometry (wB97M-V/def2-TZVPD, the Open Molecules 2025 dataset).

Summary:
net charge: 0
strongest force on any atom: 1.729 eV/Å
spin multiplicity: 2
<S²>: 0.756
E_tot: -283.78878 Eh
HOMO level (spin up / spin down): -9.824 / -10.602 eV

Each line ends with the Löwdin charge.
CARTESIAN COORDINATES (ANGSTROEM)
O: 0.964 -2.020 0.085  0.138
C: 0.730 -0.918 0.535  -0.607
O: 1.128 -0.204 1.422  0.084
C: -0.526 -0.138 -0.410  -0.123
N: -0.473 1.231 -0.188  0.066
H: -1.484 -0.601 -0.182  0.120
H: -0.289 -0.456 -1.424  0.112
H: -0.370 1.431 0.807  0.102
H: 0.319 1.675 -0.645  0.108



Entry 7:
# C2H4NO2

A structure of composition C2H4NO2 at a distorted geometry (wB97M-V/def2-TZVPD, the Open Molecules 2025 dataset).

Summary:
net charge: +1
strongest force on any atom: 3.930 eV/Å
E_tot: -283.46832 Eh
HOMO level: -16.372 eV

Each line ends with the Löwdin charge.
CARTESIAN COORDINATES (ANGSTROEM)
C: 1.596 -0.110 -0.042  -0.395
C: 0.363 0.469 -0.528  0.067
N: -1.201 -0.277 0.286  0.243
O: 2.413 -0.884 0.026  0.312
O: 1.190 1.132 0.322  0.225
H: 0.071 1.028 -1.371  0.148
H: -2.023 0.303 0.420  0.135
H: -0.953 -0.607 1.206  0.129
H: -1.456 -1.054 -0.319  0.137



Entry 8:
# C2H4NO2S

A structure of composition C2H4NO2S at a distorted geometry (wB97M-V/def2-TZVPD, the Open Molecules 2025 dataset).

Summary:
net charge: -1
strongest force on any atom: 3.626 eV/Å
E_tot: -681.97723 Eh
HOMO level (spin up / spin down): -3.365 / -3.366 eV

Each line ends with the Löwdin charge.
CARTESIAN COORDINATES (ANGSTROEM)
C: 1.324 0.635 0.383  0.001
C: 0.789 -0.587 -0.309  -0.476
N: -0.288 0.239 -0.702  -0.160
O: -2.109 -1.350 0.085  -0.571
O: -2.677 1.041 -0.186  -0.575
S: -1.739 0.059 0.398  0.552
H: 0.910 0.936 1.326  0.027
H: 1.839 1.372 -0.206  0.033
H: 1.407 -0.925 -1.148  0.087
H: 0.544 -1.420 0.360  0.082



Calculated relative energy (zero: lowest compared OMol25 entry of this formula, charge and spin), 3.113 2.160 3.512 4.853 3.445 0.000 2.390 3.017 eV (same order as the records).